45
Properties=species:S:1:pos:R:3 method="wB97M-V/def2-TZVPD" fmax_ev_per_a=1.94 e_tot_ev=-24021.0382 e_above_lowest_ev=2.060 smiles=CCNCCN(C)C.O.O.O.O.O.O.O spin_multiplicity=1
C -1.095 -1.294 -2.057
N -1.342 -0.002 -1.428
C -2.586 0.682 -1.651
C -3.868 -0.112 -1.334
C 0.400 -1.579 -2.118
N 1.038 -1.401 -0.796
C 0.665 -2.501 0.084
C 2.509 -1.335 -0.905
H -1.530 -1.373 -3.057
H -1.605 -2.073 -1.468
H -0.947 -0.001 -0.504
H -2.701 1.082 -2.667
H -2.485 1.620 -1.093
H -4.311 -0.452 -2.273
H -3.629 -1.026 -0.782
H -4.649 0.396 -0.762
H 0.876 -0.917 -2.831
H 0.497 -2.645 -2.377
H -0.319 -2.910 -0.156
H 0.564 -2.142 1.112
H 1.299 -3.398 0.030
H 2.965 -1.973 -0.147
H 2.835 -1.770 -1.863
H 2.845 -0.322 -0.876
H -0.960 3.792 -0.489
H -1.139 2.900 0.747
O -1.233 3.821 0.435
H -1.399 0.425 1.449
H 0.009 1.053 1.636
O -0.870 1.196 1.225
H 0.756 3.059 0.352
H 1.318 4.265 1.048
O 1.463 3.317 0.973
H -0.426 1.708 -1.850
H 0.662 1.091 -1.140
O 0.379 1.989 -1.405
H 0.611 -0.096 5.033
H 0.773 -0.196 3.568
O 0.933 -0.723 4.368
H 2.438 -1.781 2.104
H 2.492 -1.788 3.670
O 2.974 -2.026 2.861
H 1.757 1.938 1.756
H 2.324 0.502 1.515
O 1.711 0.998 2.063

47
Properties=species:S:1:pos:R:3 method="wB97M-V/def2-TZVPD" fmax_ev_per_a=5.01 e_tot_ev=-29229.4382 e_above_lowest_ev=3.015 smiles="CCCCCC(=O)O.O.O.O.O.O.O.O.O.O" spin_multiplicity=1
O 1.212 -0.813 -1.565
C 1.246 0.357 -1.185
O 1.518 1.363 -2.086
C 1.096 0.909 0.160
C -0.275 0.295 0.631
C -0.577 0.867 1.989
C -1.699 1.970 1.840
C -3.031 1.319 1.928
H 1.631 1.097 -2.994
H 1.871 0.619 0.950
H 1.203 1.971 0.303
H -0.185 -0.768 0.716
H -1.073 0.476 -0.186
H 0.260 1.101 2.589
H -1.047 0.072 2.629
H -1.312 2.854 2.365
H -1.579 2.362 0.661
H -3.043 0.568 1.136
H -3.745 2.081 1.693
H -3.199 0.772 2.889
H -0.696 2.261 -1.015
H -1.782 2.053 -2.157
O -1.078 2.642 -1.781
H 1.000 4.476 0.369
H 0.962 4.243 1.845
O 1.564 4.152 1.108
H 2.513 -1.335 0.119
H 2.788 -2.788 0.207
O 3.226 -1.970 0.338
H -0.509 -2.267 -0.318
H -1.015 -3.199 0.537
O -1.193 -2.955 -0.427
H -2.811 1.008 -3.366
H -2.729 -0.363 -2.691
O -2.479 0.550 -2.570
H 1.640 -3.861 2.152
H 1.573 -3.102 0.653
O 1.132 -3.425 1.501
H -3.114 -2.302 -1.371
H -2.283 -2.587 -2.543
O -3.213 -2.451 -2.323
H 2.244 -2.553 -2.191
H 0.894 -3.311 -2.221
O 1.685 -3.133 -1.677
H 4.307 0.491 1.855
H 4.151 -0.312 0.568
O 3.953 0.566 0.935

45
Properties=species:S:1:pos:R:3 method="wB97M-V/def2-TZVPD" fmax_ev_per_a=2.65 e_tot_ev=-25133.5094 e_above_lowest_ev=4.463 smiles=CO.CO.CO.CO.CO.CO.O.O.O spin_multiplicity=1
C -3.004 0.393 2.284
O -3.279 -0.861 1.593
H -2.119 0.263 2.864
H -2.703 1.089 1.534
H -3.781 0.712 2.973
H -3.735 -1.481 2.214
C 2.784 -2.107 0.508
O 2.040 -2.401 1.666
H 2.499 -2.834 -0.303
H 2.512 -1.094 0.106
H 3.866 -2.182 0.724
H 1.105 -2.367 1.413
C 0.743 1.082 2.844
O 0.123 1.743 1.779
H 1.804 1.308 2.967
H 0.257 1.363 3.768
H 0.658 -0.005 2.769
H 0.806 2.071 1.207
C -3.709 -1.751 -2.383
O -2.723 -0.879 -2.952
H -4.640 -1.286 -2.309
H -3.757 -2.704 -2.914
H -3.438 -2.109 -1.365
H -2.854 -0.011 -2.484
C 1.027 -1.608 -2.379
O 0.297 -0.478 -2.959
H 2.087 -1.260 -2.457
H 0.679 -1.922 -1.355
H 0.934 -2.521 -2.995
H -0.588 -0.719 -3.123
C 4.118 2.229 0.842
O 2.803 2.451 0.339
H 4.921 2.641 0.190
H 4.165 2.662 1.855
H 4.260 1.128 1.036
H 2.669 2.277 -0.614
O -1.001 -0.852 0.297
H -0.640 0.013 0.653
H -1.629 -1.224 0.919
O 0.592 1.670 -1.403
H 0.261 0.861 -1.879
H 0.627 2.257 -2.169
O -2.074 2.210 -1.105
H -1.587 1.503 -0.712
H -1.377 2.726 -1.485

45
Properties=species:S:1:pos:R:3 method="wB97M-V/def2-TZVPD" fmax_ev_per_a=2.99 e_tot_ev=-25135.4258 e_above_lowest_ev=2.547 smiles=CCO.CCO.CCO.O.O.O.O.O.O spin_multiplicity=1
C 2.260 -3.478 -2.221
C 1.556 -2.577 -1.253
O 0.466 -3.272 -0.667
H 2.855 -2.901 -2.928
H 1.557 -3.943 -2.912
H 2.790 -4.299 -1.739
H 1.162 -1.659 -1.691
H 2.220 -2.219 -0.466
H 0.790 -3.987 -0.114
C -0.615 -6.202 -2.680
C -1.484 -6.476 -3.939
O -1.218 -7.641 -4.659
H 0.371 -5.996 -3.095
H -0.562 -6.978 -1.917
H -0.854 -5.216 -2.280
H -1.398 -5.611 -4.598
H -2.563 -6.546 -3.801
H -0.765 -7.334 -5.447
C -2.760 -2.135 -8.150
C -3.632 -1.845 -7.010
O -4.652 -1.048 -7.501
H -2.031 -2.859 -7.784
H -2.194 -1.307 -8.578
H -3.236 -2.708 -8.946
H -3.161 -1.170 -6.295
H -3.926 -2.806 -6.589
H -4.476 -0.109 -7.399
O 2.709 -4.734 -6.193
H 2.046 -4.137 -5.846
H 2.880 -5.345 -5.477
O -1.263 -2.696 -3.034
H -1.970 -3.273 -2.745
H -0.688 -2.622 -2.272
O 0.162 -6.254 -6.687
H 1.111 -6.338 -6.599
H -0.029 -5.362 -6.398
O 0.079 -3.438 -5.361
H 0.027 -2.673 -5.933
H -0.427 -3.193 -4.586
O -1.551 -0.269 -4.449
H -1.428 -0.986 -3.827
H -0.998 -0.500 -5.195
O 0.324 -1.255 -6.792
H 0.891 -0.491 -6.692
H 0.352 -1.455 -7.728